Density functional theory data (ωB97M-V with the def2-TZVPD basis set) for C29H33BFMnN7O3 as an isolated structure.

Geometry as XYZ:
```
75
Properties=species:S:1:pos:R:3:forces:R:3
N 1.92895 2.89304 -1.60982 0.0 0.0 0.0
C 0.71909 -4.27610 4.95862 0.0 0.0 0.0
H -1.09897 4.07131 -4.70663 0.0 0.0 0.0
O 1.00371 0.74051 1.25317 0.1 -0.4 0.4
C 3.28508 1.53470 -0.51696 0.0 0.1 -0.1
C -0.38812 2.11375 -4.20948 0.1 0.1 0.0
H -1.41191 -4.09930 4.70768 0.0 0.0 0.0
C -0.97567 5.90515 -0.88292 0.0 0.0 0.1
H 0.77701 -3.34291 5.51599 0.0 0.0 0.0
H 0.73687 -2.15868 3.89712 0.0 0.0 0.0
C -1.63117 4.08170 0.86223 0.0 0.0 0.2
O -0.44696 -0.83599 -0.23614 0.0 0.1 0.1
H 3.12981 4.56835 -3.52655 0.0 0.0 0.0
H -0.33112 -1.87692 -4.13485 0.0 0.0 0.0
H -1.56143 6.58017 -0.26421 0.0 0.0 0.0
C 1.02891 -0.19505 2.22150 0.1 0.5 -0.3
N 1.99768 1.74509 -0.88373 -0.1 0.0 0.1
N -0.03249 2.17922 -2.91976 -0.1 -0.1 0.1
C -0.42545 3.30959 -5.09797 0.0 -0.1 0.0
H 0.71461 -5.07898 5.69402 0.0 0.0 0.0
C -1.30399 -2.81145 0.73138 0.0 -0.1 0.0
C -0.99030 4.54121 -0.28559 0.1 0.0 -0.2
H 0.02367 -1.81601 -2.40575 0.0 0.0 0.0
C -1.75124 1.76686 2.03044 0.0 0.0 0.0
C -0.60242 -1.40439 -3.19288 0.0 0.0 0.0
H -2.15890 -2.32098 -1.18981 0.0 0.0 0.0
C -1.32805 2.73683 0.98596 -0.1 0.1 -0.1
C -0.66503 0.78947 -4.50524 0.0 0.0 0.0
H -1.64129 -1.66430 -2.99215 0.0 0.0 0.0
H 2.89642 5.50209 -2.04865 0.0 0.0 0.0
C -2.87718 -4.16972 -0.41801 -0.1 -0.1 0.0
H 1.61634 -4.38926 4.34779 0.0 0.0 0.0
H 3.58853 0.57420 1.36432 0.0 0.0 0.0
C -2.08114 -4.90907 1.73060 0.0 0.1 0.0
C 4.04090 2.55396 -1.06805 0.1 0.0 0.1
H 0.59431 4.35822 -2.72906 0.0 0.0 0.0
C -0.48166 -1.64083 0.80784 -0.2 0.2 -0.3
H 4.49719 4.87757 -2.45426 0.0 0.0 0.0
C -2.12241 -3.03663 -0.38585 0.1 0.0 0.0
F -3.66484 -4.40706 -1.46194 0.0 0.0 0.0
H -0.77252 -6.48138 4.48075 0.0 0.0 0.0
N -0.08196 0.92693 -2.36270 -0.1 0.0 0.1
H -1.62939 0.73456 1.70699 0.0 0.0 0.0
C -2.05398 -5.91606 2.84449 0.0 0.0 0.0
C 0.22166 -1.40582 1.97022 0.0 -0.2 0.2
C -0.46035 0.07064 -3.33858 0.1 0.0 0.0
H 0.56421 3.75359 -5.20260 0.0 0.0 0.0
C 0.17054 -2.34788 2.99832 0.0 0.0 0.0
H -3.45679 -6.00526 0.52061 0.0 0.0 0.0
H 4.81912 0.24562 0.14077 0.0 0.0 0.0
H 3.25306 -0.54568 0.03141 0.0 0.0 0.0
N -0.57220 2.40646 -0.08604 0.0 -0.3 0.1
C 3.75277 0.38561 0.30343 0.0 -0.1 0.0
H -1.40181 5.89999 -1.88575 0.0 0.0 0.0
H 0.09555 -6.11858 2.99627 0.0 0.0 0.0
H 0.04089 6.29189 -0.94917 0.0 0.0 0.0
C -0.54068 -4.40574 4.12259 0.0 0.2 -0.2
C -0.75395 -5.81858 3.61668 0.1 0.0 0.0
H -1.17227 1.91431 2.94312 0.0 0.0 0.0
H -2.25239 4.66022 1.52472 0.0 0.0 0.0
B 0.53502 3.34882 -2.10524 0.1 0.2 -0.1
C -1.30224 -3.73262 1.79927 0.1 0.0 0.2
H -0.77455 3.01823 -6.08526 0.0 0.0 0.0
H -2.89843 -5.73242 3.51566 0.0 0.0 0.0
H 5.10912 2.66724 -0.99555 0.0 0.0 0.0
O 1.66134 -0.01435 3.22364 0.0 -0.2 0.0
H -2.19452 -6.91384 2.43078 0.0 0.0 0.0
H -0.96257 0.39118 -5.46010 0.0 0.0 0.0
Mn 0.38386 0.81413 -0.43389 0.2 0.1 -0.3
H -2.80312 1.92058 2.26588 0.0 0.0 0.0
N -0.52441 -3.46135 2.93109 -0.1 -0.1 0.0
N -0.34461 3.50911 -0.84223 -0.1 0.0 0.0
C -2.85373 -5.11074 0.61382 0.0 0.0 0.0
C 3.15924 3.40259 -1.73204 -0.1 0.1 -0.1
C 3.43279 4.65920 -2.48377 0.1 0.0 0.0
```
Positions in Å, forces in eV/Å.

Its total charge is +2. The multiplicity is 4. The LUMO energy (alpha / beta) comes out at -8.686 / -7.140 eV. As for the gap between HOMO and LUMO (alpha / beta): 5.8 / 7.3 eV.

Atomic partial charges in e from the natural (NBO) method, atoms 1 to 2: N -0.31; C -0.64

---

Density functional theory data (ωB97M-V with the def2-TZVPD basis set) for C29H33BrFeO3P2 as an isolated structure.

Geometry as XYZ:
```
69
Properties=species:S:1:pos:R:3:forces:R:3
H 5.14957 -1.80918 3.81987 0.0 0.0 0.0
O 0.20171 1.86911 -0.32026 0.1 0.0 -0.3
C -7.33893 -0.77022 2.93084 0.0 0.0 0.0
H 3.40361 0.00848 -2.21597 0.0 0.0 0.0
H 1.43329 -4.70537 -0.10785 0.0 0.0 0.0
Br 0.06176 -0.87705 -2.83156 0.1 -0.1 0.0
H 3.04923 2.18899 -0.28790 0.0 0.0 0.0
C 3.50169 -0.70466 -1.39538 0.0 0.1 -0.1
H -0.84812 -2.84690 2.47937 0.0 0.0 0.0
H -1.58800 -3.43808 1.01692 0.0 0.0 0.0
C 3.32757 1.42928 0.44479 0.0 0.1 0.0
H 0.78645 4.46217 2.58345 0.0 0.0 0.0
H -0.12641 -1.55920 5.67907 0.0 0.0 0.0
H 1.80894 3.07671 2.99712 0.0 0.0 0.0
C 4.27857 -1.96551 3.19364 0.0 0.1 0.0
H -4.73699 -2.81950 4.48826 0.0 0.0 0.0
C -3.16185 -3.01500 5.89874 0.0 0.0 0.0
C 2.90203 -1.27297 1.32897 0.1 0.1 0.0
H 1.82777 -3.43944 -1.31061 0.0 0.0 0.0
C -4.96480 -0.95012 2.33293 -0.1 0.0 0.0
H 4.70457 -0.28038 1.95376 0.0 0.0 0.0
C -2.61355 -0.72491 1.66448 -0.1 -0.1 0.0
C -1.14712 -1.83602 5.43366 0.0 0.0 0.0
C -7.71872 -0.61210 1.60221 0.0 0.0 0.0
C 1.06804 -3.81657 -0.62839 -0.1 -0.1 -0.1
H -8.09213 -0.75188 3.71374 0.0 0.0 0.0
H -1.84813 2.69392 3.08680 0.0 0.0 0.0
H -1.41217 -3.10981 7.16574 0.0 0.0 0.0
C 2.02398 -2.33175 1.58959 -0.1 -0.1 0.0
C -3.56970 -1.08525 2.65575 0.1 0.0 -0.1
H -0.30846 -4.41603 1.79289 0.0 0.0 0.0
H -1.13499 -0.63448 3.67034 0.0 -0.1 0.1
C -1.85842 -2.69814 6.26857 0.0 0.0 0.0
H -8.75864 -0.48774 1.32453 0.0 0.0 0.0
H 4.41429 1.32133 0.46919 0.0 0.0 0.0
H 4.55212 -0.81307 -1.11472 0.0 0.0 0.0
H -6.95685 -0.45418 -0.40399 0.0 0.0 0.0
Fe -0.11181 -0.11541 -0.38834 -0.5 0.1 0.1
H 3.10534 -1.65126 -1.75798 0.0 0.0 0.0
H -1.71423 3.88873 1.76759 0.0 0.0 0.0
C -1.71514 -1.30983 4.29091 0.0 0.1 -0.1
C -3.04688 -1.60734 3.89213 0.1 0.0 0.1
H 3.57473 -3.67040 4.29892 0.0 0.0 0.0
C -5.37968 -0.75238 0.98848 0.0 0.0 0.0
H 1.59067 -3.98727 2.88954 0.0 0.0 0.0
P 0.53495 -2.48901 0.52203 0.1 -0.1 0.0
C -0.01209 2.55830 1.96756 -0.1 0.1 0.1
C -6.01213 -0.93059 3.29075 0.1 0.0 0.0
C -1.78360 -0.46120 0.79567 0.4 0.1 -0.2
H 0.33482 3.36937 3.92576 0.0 0.0 0.0
H -0.45177 0.63964 1.95808 0.0 0.1 0.1
P 2.45753 -0.10104 -0.01697 0.0 -0.2 0.1
O 0.24062 1.21281 2.35609 0.0 -0.1 -0.1
C -0.64434 -3.40143 1.56360 -0.1 -0.1 0.0
O 0.86346 3.93016 0.19552 0.1 0.1 0.0
H -2.06189 2.17979 1.40650 0.0 0.0 0.0
H -4.61534 -0.72297 0.22215 0.0 0.0 0.0
H -5.76857 -0.99156 4.34227 0.0 0.0 0.0
H 0.19933 -4.07581 -1.23710 0.0 0.0 0.0
C 4.02697 -1.10558 2.13610 0.0 0.0 0.0
C 0.77783 3.43100 2.92920 0.0 0.0 0.0
C 0.41338 2.82311 0.49643 -0.1 0.0 0.2
C -6.70628 -0.59450 0.64296 0.0 0.0 0.0
C -3.74167 -2.49227 4.75544 0.0 0.0 0.0
C -1.51024 2.85708 2.06078 0.0 0.0 0.0
C 2.28278 -3.18641 2.66075 0.0 0.0 0.0
H 2.96216 1.77624 1.41155 0.0 -0.1 0.0
H -3.74253 -3.70351 6.50622 0.0 0.0 0.0
C 3.40083 -3.00678 3.45968 -0.1 -0.1 0.0
```
Positions in Å, forces in eV/Å.

Its total charge is -2. The multiplicity is 5. The LUMO energy (alpha / beta) comes out at 4.406 / 4.400 eV. The energy relative to the best compared isomer or geometry (same formula, charge and spin) comes out at 0.00 kcal/mol. As for the gap between HOMO and LUMO (alpha / beta): 4.4 / 4.5 eV.

Atomic partial charges in e from the natural (NBO) method, atoms 1 to 2: H 0.20; O -0.85

---

Density functional theory data (ωB97M-V with the def2-TZVPD basis set) for C29H33F24O4PSSi2 as an isolated structure.

Geometry as XYZ:
```
94
Properties=species:S:1:pos:R:3:forces:R:3
C -1.70300 2.03800 -4.44632 -0.7 0.2 -0.1
H -2.27974 -9.46964 -5.60480 0.0 0.0 0.0
F -1.04524 -6.62951 -4.46399 0.1 -0.1 0.0
O 4.91016 9.78865 2.30002 -0.1 -0.2 -0.6
F 1.44802 7.21156 0.66122 0.0 0.1 0.0
H 3.46315 1.66698 0.11343 0.0 -0.1 0.0
F -2.09210 1.81519 -1.09296 -0.1 0.0 0.1
H -2.53860 1.34110 -4.52370 0.1 -0.2 0.0
F 0.58663 2.24711 -4.98052 0.0 -0.1 0.0
C 0.10739 1.28839 -1.54612 0.0 0.1 0.1
F 2.91191 9.43641 0.43871 0.0 -0.1 0.0
F -0.01682 -0.49896 -4.40345 0.0 0.0 0.0
H -5.26186 -1.54096 3.53792 0.7 0.8 0.1
C 2.57703 9.00859 1.67300 0.3 0.2 -0.4
H -2.28456 -0.72625 5.31727 -0.8 -0.8 -0.6
F 3.44510 6.79307 1.43341 0.1 0.1 0.0
F -0.84774 -9.54949 -4.22521 0.0 0.0 0.0
C 1.65192 2.41459 0.97149 0.2 -0.1 0.5
C 6.32999 8.44403 0.87621 0.1 0.0 -0.1
F 5.43880 7.71086 2.96845 0.0 -0.1 -0.1
H 2.53933 4.38738 0.63611 0.1 -0.1 -0.1
F 7.13153 7.35893 0.94855 0.0 0.0 0.0
Si -0.23558 -2.19818 3.35052 0.9 1.1 -0.1
H 0.30435 -2.13263 5.81699 -0.4 -1.5 0.1
F 0.56506 -8.62288 -0.59230 0.0 0.0 0.0
C -1.55195 -8.04456 -1.41365 -0.2 -0.3 -0.3
H 3.20004 10.56153 2.92064 0.0 0.0 -0.1
C 1.72334 3.75846 0.28760 -0.6 -0.3 0.0
H 1.77962 3.61481 -0.79362 0.4 0.2 0.0
H -2.01810 -3.41032 -0.25696 -1.5 0.4 -0.7
C 5.85206 8.79820 2.29291 -0.1 0.1 0.4
C 0.60192 2.10404 1.83348 0.3 -0.2 0.0
C -1.30934 1.41420 -2.12394 -0.3 0.0 -0.2
C 3.57284 9.56259 2.70032 -0.1 0.3 0.6
C -2.52634 -3.70751 0.66355 1.1 -0.4 0.5
F -0.56928 -8.60543 -6.17938 0.0 0.0 0.0
F -1.78608 0.22258 -2.53588 0.0 -0.1 0.0
P -4.06805 -0.87648 0.87575 -0.4 -0.3 -0.4
C -4.62572 -2.26359 4.04253 0.3 -0.3 0.0
H 1.91479 -2.20792 2.16133 0.1 0.0 0.1
C -1.70322 -1.54496 5.72897 0.4 -0.3 -0.2
O -1.42088 -1.56984 2.36791 -0.5 -0.6 0.5
C 1.44655 -1.50734 2.85789 -0.2 0.2 -0.3
C 2.31859 7.50049 1.65551 -0.3 -0.3 0.1
H 6.88703 9.28184 0.45292 0.0 0.0 0.0
O -2.82127 -7.68436 -3.58278 0.3 -0.5 0.1
H -4.28224 0.16755 1.79628 0.2 0.1 -0.1
F 0.13094 0.21807 -0.72313 -0.1 0.0 -0.1
F 6.93630 9.28085 2.94168 0.1 0.0 0.0
F 0.48786 -7.86486 -2.64007 0.0 0.0 0.0
H -1.13978 -0.34997 -6.04663 0.0 0.0 0.0
H 0.78268 4.28233 0.46977 0.1 0.2 0.0
C -0.28128 0.12718 -5.56663 0.0 -0.1 -0.2
H 1.87583 7.17108 2.59942 0.0 0.1 0.1
F -2.80242 -7.03745 -5.67006 0.0 0.0 -0.1
H -4.72727 -2.34460 5.12128 -0.9 -0.6 -0.1
H 0.36325 2.18966 -0.98666 -0.2 -0.2 -0.1
H -3.64789 -4.07747 3.71899 1.0 0.4 0.7
C -0.54414 -1.92646 5.15894 0.0 1.0 0.0
C -3.76118 -3.04851 3.37732 -0.8 0.1 -0.3
F -0.86859 2.09563 -6.60364 -0.1 -0.1 -0.1
H 2.08341 -1.47497 3.74778 0.0 -0.2 0.1
Si -2.79558 -2.40743 1.94243 0.5 -0.4 -0.2
H -3.20982 -0.31377 -0.08475 0.2 0.2 0.2
C -2.46414 -7.19183 -2.30575 -0.4 0.6 0.1
H -2.05356 2.97915 -4.86646 0.1 0.0 0.0
S -5.70262 -1.60961 0.07742 -0.1 0.0 0.1
H -3.69601 -5.32613 0.01902 1.1 -0.9 -0.5
H -0.17916 -3.66830 3.16438 -0.2 0.0 0.1
C 2.54935 0.19271 1.37299 -0.3 0.2 0.0
F 1.01859 1.10075 -2.51937 0.0 0.0 0.0
F 0.79455 -0.01331 -6.37289 0.0 0.0 0.0
H -2.11427 -6.15965 -2.35725 0.2 -0.1 0.0
F 1.37095 9.57066 1.98167 0.0 -0.1 0.1
C 0.52429 0.85342 2.44181 -0.1 0.0 0.0
H -2.77806 -5.56957 1.65867 -1.3 0.3 0.6
H 3.31947 -0.54398 1.17735 0.0 0.0 0.0
H -0.32473 0.65785 3.08726 0.1 -0.1 0.0
H -0.17085 2.83426 2.04657 0.0 0.0 -0.1
H -3.41136 -7.16338 -1.76985 0.0 -0.1 0.0
C -0.05087 -7.74124 -1.41260 0.1 0.1 0.2
C 2.62854 1.43634 0.76611 -0.1 0.2 0.0
C -0.54556 1.62233 -5.36328 0.3 0.3 0.3
C 1.48159 -0.13208 2.21861 0.2 0.2 -0.2
H 3.52411 9.00652 3.63754 0.0 -0.2 -0.1
F -1.95968 -7.80339 -0.13101 0.0 0.1 0.1
F -1.76802 -9.35201 -1.66103 0.1 0.0 0.0
H -2.09027 -2.07575 6.59611 0.5 1.0 0.8
O -1.41942 2.36254 -3.09865 0.6 0.0 -0.1
C -2.02205 -7.52863 -4.67991 -0.1 0.3 0.1
C -1.46674 -8.86244 -5.20256 0.0 -0.1 -0.1
F 5.29236 8.15433 0.06988 0.0 0.0 0.0
H 0.13208 -6.73077 -1.03680 0.0 0.0 0.0
C -3.02029 -4.96440 0.79065 0.0 0.9 -0.4
```
Positions in Å, forces in eV/Å.

Its total charge is 0. The LUMO energy comes out at -0.222 eV. As for the gap between HOMO and LUMO: 8.1 eV.

Atomic partial charges in e from the Mulliken method, atoms 1 to 2: C -0.76; H 0.24